1.
Here is C28H47CaGeINO3SSi3 as an isolated structure in a non-equilibrium geometry from the Open Molecules 2025 dataset. Energies are from wB97M-V/def2-TZVPD.

```
! wB97M-V def2-TZVPD RIJCOSX def2/J DEFGRID3
* xyz -1 1
Ca -0.04 0.92 -0.31
C -2.55 -1.53 -0.30
O -2.20 -0.46 0.56
C -1.86 -0.92 1.86
C -1.26 0.23 2.64
O -0.16 0.77 1.93
C 0.84 1.33 2.76
H -3.39 -2.11 0.10
H -1.69 -2.20 -0.45
H -2.84 -1.09 -1.25
H -1.12 -1.72 1.78
H -2.75 -1.29 2.38
H -0.94 -0.15 3.61
H -2.02 1.01 2.80
H 0.44 2.17 3.34
H 1.64 1.68 2.12
H 1.25 0.57 3.43
O 1.12 -0.35 -1.35
N 1.75 -0.47 -2.51
C 2.29 -1.66 -2.81
C 2.90 -1.90 -4.01
C 2.99 -0.86 -4.93
C 2.49 0.37 -4.59
C 1.87 0.61 -3.34
S 1.32 2.13 -2.86
H 2.18 -2.39 -2.03
H 3.31 -2.88 -4.20
H 3.46 -1.01 -5.89
H 2.55 1.21 -5.27
I -0.35 4.05 0.72
C -2.19 4.12 -0.38
C -2.95 5.24 -0.14
C -4.12 5.45 -0.89
C -4.46 4.57 -1.87
C -3.68 3.41 -2.12
C -4.03 2.53 -3.17
C -3.27 1.43 -3.42
C -2.18 1.12 -2.57
C -1.78 1.91 -1.51
C -2.52 3.12 -1.33
H -2.65 5.95 0.61
H -4.73 6.33 -0.69
H -5.33 4.74 -2.49
H -4.91 2.77 -3.77
H -3.51 0.78 -4.25
H -1.62 0.21 -2.79
C 2.96 -4.21 4.09
Si 1.82 -2.78 3.54
C 0.14 -3.35 4.31
C 2.30 -1.42 4.83
Ge 1.63 -2.00 1.19
Si 4.00 -1.49 0.99
C 4.72 -1.11 -0.74
C 4.31 0.20 1.85
C 5.36 -2.61 1.76
Si 1.49 -4.29 0.33
C 2.76 -5.65 0.77
C -0.19 -5.02 0.93
C 1.27 -4.64 -1.55
H 2.96 -4.33 5.18
H 3.99 -4.03 3.78
H 2.64 -5.15 3.65
H 0.22 -3.44 5.39
H -0.15 -4.33 3.92
H -0.68 -2.66 4.09
H 2.64 -1.88 5.76
H 1.46 -0.77 5.08
H 3.12 -0.80 4.46
H 4.15 -0.32 -1.23
H 4.72 -1.98 -1.40
H 5.75 -0.77 -0.65
H 3.83 1.01 1.29
H 5.38 0.43 1.91
H 3.91 0.22 2.86
H 5.23 -3.65 1.46
H 5.32 -2.57 2.85
H 6.36 -2.29 1.45
H 2.66 -5.97 1.80
H 3.78 -5.28 0.65
H 2.65 -6.53 0.13
H -0.37 -4.79 1.98
H -0.21 -6.10 0.81
H -1.02 -4.60 0.36
H 2.22 -4.59 -2.10
H 0.58 -3.95 -2.03
H 0.87 -5.65 -1.69
*
```

The value obtained for the LUMO energy is 2.188 eV. The frontier orbital gap is 0.2286 hartree. The calculation puts the electronic energy at -5694.5952 a.u. Its relative energy (zero: lowest compared OMol25 entry of this formula, charge and spin) is 178.3 kJ/mol. The value obtained for the HOMO energy is -4.03 eV.

=====

2.
Here is one molecule with the formula CH2FN in a non-equilibrium geometry from the Open Molecules 2025 dataset. Energies are from wB97M-V/def2-TZVPD.

```
! wB97M-V def2-TZVPD RIJCOSX def2/J DEFGRID3
* xyz 0 1
H 0.37 -0.06 -1.60
N -0.08 0.60 -0.99
C -0.10 -0.05 0.48
F -0.62 0.50 1.52
H 0.43 -0.99 0.60
*
```

The value obtained for the LUMO energy (alpha / beta) is 0.111 / 0.111 eV. The frontier orbital gap (alpha / beta) is 0.3734 / 0.3734 hartree. The calculation puts the electronic energy at -193.8077 a.u. Its relative energy (zero: lowest compared OMol25 entry of this formula, charge and spin) is 240.2 kJ/mol. The value obtained for the HOMO energy (alpha / beta) is -10.05 / -10.05 eV. Its SMILES is [H]/N=C/F.

=====

3.
Here is C18H23HfN2O6S4Se3Te as an isolated structure in a non-equilibrium geometry from the Open Molecules 2025 dataset. Energies are from wB97M-V/def2-TZVPD.

```
! wB97M-V def2-TZVPD RIJCOSX def2/J DEFGRID3
* xyz -1 1
Hf 0.86 -1.47 -0.16
C -1.48 2.27 -1.42
C 0.05 2.22 -1.49
N 0.70 1.62 -0.34
C 0.91 2.51 0.80
C -0.33 3.03 1.52
S -1.47 1.79 2.21
C -2.96 2.02 1.21
C -3.16 1.11 -0.01
N -2.02 1.03 -0.90
H -1.81 3.11 -0.81
H -1.83 2.48 -2.44
H 0.32 1.64 -2.37
H 0.43 3.25 -1.67
H 1.63 1.33 -0.64
H 1.53 1.98 1.52
H 1.47 3.40 0.48
H 0.02 3.63 2.36
H -0.91 3.70 0.89
H -3.80 1.85 1.88
H -3.02 3.07 0.93
H -3.36 0.10 0.34
H -4.08 1.46 -0.51
H -2.19 0.39 -1.66
O 0.36 -2.62 1.74
S -1.06 -2.23 1.70
O -1.77 -2.10 2.92
O -1.02 -1.02 0.81
C -1.92 -3.39 0.65
C -3.30 -3.29 0.73
C -4.11 -3.87 -0.24
C -3.52 -4.53 -1.31
C -2.14 -4.65 -1.37
C -1.31 -4.10 -0.40
S 0.40 -4.71 -0.47
O 0.61 -5.32 0.81
O 0.47 -5.52 -1.64
O 1.29 -3.49 -0.66
H -3.73 -2.73 1.54
H -5.18 -3.79 -0.16
H -4.13 -4.96 -2.09
H -1.68 -5.21 -2.18
Se -0.21 -1.71 -2.67
Se -1.08 -0.24 -4.09
Te 2.39 0.55 -4.39
Se 2.20 -0.64 -2.27
S 2.84 -0.86 1.27
C 3.75 0.67 1.10
C 3.95 1.38 2.28
C 4.62 2.59 2.28
C 5.12 3.11 1.08
C 4.94 2.39 -0.09
C 4.27 1.18 -0.08
H 3.55 0.98 3.21
H 4.76 3.13 3.20
H 5.64 4.06 1.07
H 5.33 2.77 -1.03
H 4.19 0.63 -1.01
*
```

The value obtained for the LUMO energy is 1.541 eV. The frontier orbital gap is 0.2191 hartree. The calculation puts the electronic energy at -10373.9664 a.u. Its relative energy (zero: lowest compared OMol25 entry of this formula, charge and spin) is 216.5 kJ/mol. The value obtained for the HOMO energy is -4.42 eV.

=====

4.
Here is C34H45BN8O3SiZr as an isolated structure in a non-equilibrium geometry from the Open Molecules 2025 dataset. Energies are from wB97M-V/def2-TZVPD.

```
! wB97M-V def2-TZVPD RIJCOSX def2/J DEFGRID3
* xyz 0 1
Zr -0.06 0.20 -0.11
C 4.25 1.10 -2.22
C 3.88 1.25 -0.74
C 5.06 1.83 0.05
C 3.47 -0.09 -0.22
C 4.34 -1.10 0.20
C 3.53 -2.17 0.48
N 2.26 -1.81 0.24
N 2.21 -0.53 -0.20
B 1.04 -2.71 0.43
N 0.13 -2.18 1.56
C 0.15 -2.67 2.82
C -1.05 -2.40 3.41
C -1.80 -1.73 2.42
N -1.07 -1.59 1.32
C -3.27 -1.45 2.57
C -3.54 -0.49 3.73
C -3.95 -0.97 1.29
N 0.21 -2.72 -0.85
C -0.34 -3.78 -1.45
C -1.08 -3.34 -2.52
C -0.93 -1.94 -2.50
N -0.14 -1.59 -1.48
C -1.53 -0.96 -3.45
C -3.04 -0.84 -3.21
C -1.23 -1.37 -4.90
H 4.54 2.06 -2.64
H 5.09 0.41 -2.32
H 3.41 0.71 -2.78
H 3.03 1.94 -0.66
H 5.96 1.24 -0.09
H 5.27 2.84 -0.30
H 4.84 1.88 1.11
H 5.41 -1.05 0.30
H 3.76 -3.15 0.83
H 1.41 -3.81 0.71
H 1.02 -3.18 3.19
H -1.35 -2.65 4.40
H -3.72 -2.42 2.85
H -3.02 0.45 3.57
H -4.60 -0.29 3.81
H -3.20 -0.91 4.68
H -3.84 0.10 1.19
H -3.51 -1.45 0.42
H -5.01 -1.20 1.33
H -0.18 -4.77 -1.07
H -1.64 -3.92 -3.22
H -1.06 0.01 -3.25
H -3.51 -1.82 -3.24
H -3.23 -0.39 -2.25
H -3.48 -0.21 -3.98
H -1.83 -2.23 -5.19
H -1.46 -0.55 -5.57
H -0.18 -1.63 -5.01
N 1.40 0.17 2.33
C 1.55 1.63 2.37
C 0.12 2.21 2.29
O -0.31 2.97 3.15
N -0.54 1.72 1.24
C -1.90 2.20 1.10
C -2.57 1.54 -0.11
O -3.64 1.93 -0.54
O -1.93 0.53 -0.60
H 0.82 -0.10 3.12
H 2.32 -0.26 2.48
H 2.13 1.97 1.51
H 2.02 1.99 3.29
H -1.94 3.30 1.00
H -2.49 1.96 2.00
C -2.08 6.22 -0.91
C -0.88 5.96 -0.27
C -0.19 4.79 -0.53
C -0.67 3.84 -1.43
C -1.90 4.10 -2.02
C -2.60 5.27 -1.78
Si 0.41 2.28 -1.85
C 0.33 2.27 -3.80
C 1.49 2.45 -4.55
C 1.46 2.52 -5.93
C 0.26 2.43 -6.61
C -0.90 2.25 -5.89
C -0.86 2.15 -4.51
H -2.61 7.15 -0.74
H -0.48 6.69 0.42
H 0.75 4.62 -0.03
H -2.34 3.39 -2.70
H -3.54 5.45 -2.28
H 1.73 3.07 -1.79
H 2.43 2.56 -4.04
H 2.38 2.66 -6.48
H 0.23 2.52 -7.69
H -1.86 2.19 -6.40
H -1.79 1.98 -3.98
*
```

The value obtained for the LUMO energy is -0.189 eV. The frontier orbital gap is 0.2856 hartree. The calculation puts the electronic energy at -2347.9993 a.u. Its relative energy (zero: lowest compared OMol25 entry of this formula, charge and spin) is 144.0 kJ/mol. The value obtained for the HOMO energy is -7.96 eV.

=====

5.
Here is C48H42ClN4OP2S2Tl as an isolated structure from the Open Molecules 2025 dataset. Energies are from wB97M-V/def2-TZVPD.

```
! wB97M-V def2-TZVPD RIJCOSX def2/J DEFGRID3
* xyz 1 2
Tl 0.69 -1.69 -0.18
C 2.89 -4.82 -3.21
C 2.66 -4.02 -1.96
N 1.64 -4.14 -1.21
N 0.66 -4.99 -1.58
C -0.51 -5.03 -0.91
N -1.44 -5.85 -1.42
S -0.85 -4.14 0.47
C 3.60 -2.94 -1.60
C 4.70 -2.61 -2.39
C 5.57 -1.62 -1.97
C 5.35 -1.00 -0.76
C 4.21 -1.35 -0.05
N 3.35 -2.26 -0.47
H 2.51 -5.84 -3.10
H 3.94 -4.90 -3.45
H 2.37 -4.34 -4.04
H 0.70 -5.43 -2.49
H -1.24 -6.49 -2.17
H -2.29 -5.96 -0.91
H 4.87 -3.10 -3.34
H 6.42 -1.35 -2.59
H 6.04 -0.25 -0.38
H 3.98 -0.88 0.90
C -3.23 5.08 2.24
C -2.53 4.62 0.95
C -2.62 5.71 -0.12
C -3.21 3.35 0.44
C -4.57 3.35 0.13
C -5.21 2.21 -0.31
C -4.51 1.03 -0.46
C -3.15 0.99 -0.17
P -2.16 -0.55 -0.31
C -2.63 -1.11 -1.97
C -2.92 -2.43 -2.29
C -3.18 -2.79 -3.60
C -3.14 -1.84 -4.61
C -2.83 -0.52 -4.30
C -2.57 -0.16 -2.99
C -3.03 -1.61 0.90
C -2.42 -1.72 2.15
C -3.03 -2.45 3.16
C -4.24 -3.08 2.92
C -4.85 -2.97 1.68
C -4.25 -2.23 0.67
C -2.52 2.16 0.27
O -1.18 2.03 0.52
C -0.48 3.10 1.02
C 0.86 2.85 1.30
C 1.64 3.85 1.85
C 1.08 5.10 2.09
C -0.25 5.33 1.79
C -1.06 4.34 1.26
P 1.50 1.17 0.90
C 2.23 0.74 2.52
C 1.28 0.43 3.49
C 1.65 0.09 4.77
C 3.00 0.03 5.10
C 3.96 0.31 4.14
C 3.58 0.68 2.86
C 2.80 1.56 -0.32
C 2.51 1.15 -1.62
C 3.36 1.45 -2.67
C 4.52 2.17 -2.44
C 4.82 2.59 -1.15
C 3.96 2.30 -0.10
H -4.29 5.28 2.05
H -2.78 5.99 2.62
H -3.16 4.31 3.01
H -3.66 5.95 -0.34
H -2.14 5.39 -1.05
H -2.14 6.63 0.22
H -5.14 4.26 0.24
H -6.27 2.24 -0.54
H -5.01 0.14 -0.82
H -2.92 -3.19 -1.51
H -3.42 -3.82 -3.84
H -3.35 -2.12 -5.63
H -2.77 0.22 -5.09
H -2.32 0.87 -2.75
H -1.46 -1.25 2.32
H -2.56 -2.54 4.13
H -4.72 -3.66 3.70
H -5.80 -3.46 1.49
H -4.73 -2.15 -0.30
H 2.67 3.66 2.11
H 1.69 5.89 2.51
H -0.66 6.31 1.99
H 0.22 0.47 3.22
H 0.90 -0.13 5.52
H 3.30 -0.24 6.11
H 5.01 0.27 4.40
H 4.34 0.92 2.12
H 1.61 0.58 -1.82
H 3.11 1.11 -3.67
H 5.19 2.41 -3.25
H 5.72 3.17 -0.96
H 4.21 2.65 0.90
Cl 0.63 -1.72 -2.90
S 2.56 -3.27 2.64
C 1.31 -2.46 2.30
*
```

The value obtained for the LUMO energy (alpha / beta) is -2.703 / -4.663 eV. The frontier orbital gap (alpha / beta) is 0.2475 / 0.2034 hartree. Its expectation value of S² is 0.76. The calculation puts the electronic energy at -4260.1262 a.u. Its relative energy (zero: lowest compared OMol25 entry of this formula, charge and spin) is 0.0 kJ/mol. The value obtained for the HOMO energy (alpha / beta) is -9.44 / -10.20 eV.

=====

6.
Here is one molecule with the formula C20H30N4O3 from the Open Molecules 2025 dataset. Energies are from wB97M-V/def2-TZVPD.

```
! wB97M-V def2-TZVPD RIJCOSX def2/J DEFGRID3
* xyz 0 1
C -0.27 0.02 7.07
C 0.40 1.36 6.82
C 1.68 1.21 6.01
N 1.44 0.55 4.73
C 2.65 -0.02 4.17
C 2.31 -0.82 2.92
N 1.70 0.07 1.95
C 1.58 -0.47 0.61
C 0.72 -1.74 0.46
C 0.51 -2.10 -1.01
N -0.42 -1.19 -1.64
C -1.49 -1.60 -2.34
O -1.77 -2.75 -2.58
C -2.33 -0.42 -2.85
N -1.63 0.36 -3.86
C -0.84 1.38 -3.46
O -0.62 1.62 -2.29
C -0.21 2.18 -4.58
O -0.98 2.24 -5.76
C -1.47 1.03 -6.16
C -1.69 0.79 -7.51
C -2.19 -0.43 -7.93
C -2.43 -1.43 -7.00
C -2.23 -1.20 -5.65
C -1.77 0.04 -5.22
C 0.49 0.63 2.50
C 0.83 1.43 3.75
H -1.20 0.14 7.61
H 0.38 -0.62 7.66
H -0.47 -0.47 6.13
H -0.30 2.02 6.30
H 0.65 1.84 7.77
H 2.37 0.58 6.58
H 2.16 2.19 5.87
H 3.10 -0.69 4.91
H 3.39 0.76 3.91
H 3.22 -1.24 2.49
H 1.63 -1.64 3.20
H 2.59 -0.68 0.25
H 1.17 0.33 -0.01
H -0.25 -1.59 0.93
H 1.22 -2.57 0.96
H 0.09 -3.10 -1.11
H 1.47 -2.08 -1.54
H -0.28 -0.20 -1.50
H -2.54 0.26 -2.01
H -3.27 -0.79 -3.27
H -0.07 3.21 -4.25
H 0.78 1.75 -4.79
H -1.48 1.58 -8.21
H -2.36 -0.61 -8.97
H -2.79 -2.40 -7.32
H -2.41 -1.99 -4.94
H 0.04 1.30 1.75
H -0.25 -0.14 2.77
H -0.08 1.85 4.17
H 1.52 2.25 3.48
*
```

The value obtained for the LUMO energy is 0.707 eV. The frontier orbital gap is 0.3357 hartree. The calculation puts the electronic energy at -1224.8758 a.u. Its relative energy (zero: lowest compared OMol25 entry of this formula, charge and spin) is 183.2 kJ/mol. The value obtained for the HOMO energy is -8.43 eV. Its SMILES is CCCN1CCN(CCCNC(=O)CN2C(=O)COc3ccccc32)CC1.